[1]
The following is a DFT calculation (the ωB97M-V functional and the def2-TZVPD basis) of a structure of composition C53H45Cl2F9N3O4P2Pt in a non-equilibrium geometry.

Calculated values
Orbital gap = 0.189 Eh
Energy relative to the best compared isomer or geometry (same formula, charge and spin) = 0.000 eV
LUMO energy = -4.70 eV

```
! RIJCOSX wB97M-V def2-TZVPD def2/J DEFGRID3
* xyz 1 1
C 1.376 0.727 -2.454
H -5.678 2.253 -0.978
H -3.138 -2.752 -2.074
C -2.305 4.584 -0.031
H 2.709 -1.483 -0.334
H -1.685 2.686 2.489
C 2.905 5.690 -1.326
C 1.881 0.241 3.534
H -1.696 2.735 -2.476
H -4.944 1.776 5.101
F 2.907 8.551 0.566
Cl 1.315 -6.459 -3.343
C -4.548 1.997 -4.145
H -5.662 2.318 0.940
F 4.916 7.793 0.545
H -6.487 1.831 3.183
H 1.555 -6.628 1.291
H -3.267 -0.219 -1.974
C -2.780 -0.812 -1.199
C 3.008 -3.962 2.776
H 4.347 1.783 0.998
C 3.640 1.034 -1.718
H -1.720 -0.886 -1.448
C -4.962 2.286 1.758
C -3.176 -2.289 1.231
F 3.933 0.344 6.007
C 0.123 -5.999 -0.958
F 4.876 -1.574 -4.667
C 2.278 1.222 -1.517
C -3.609 2.525 1.557
H 3.214 -2.034 1.877
C 3.052 5.652 1.084
H -2.788 -2.879 2.062
H -3.021 -3.903 -0.026
H 2.195 -2.734 -1.501
C -3.627 2.524 -1.570
H -4.909 1.790 -5.139
H 0.335 0.891 2.180
C 4.089 0.290 -2.795
H 1.206 -0.160 4.275
C -5.435 2.017 3.033
C 2.242 -3.390 0.558
P 1.529 2.064 -0.070
F 3.922 8.250 -1.307
H 4.361 1.467 -1.043
C 3.730 7.726 -0.092
H -2.518 5.045 -0.998
C -1.910 -7.875 -1.480
C -5.423 1.993 -3.073
H 3.490 -3.670 3.695
C -1.923 -7.142 -0.309
C -4.569 1.988 4.113
H -4.480 -2.159 -1.068
O -0.184 5.718 -0.038
H 2.169 3.906 -2.243
P -2.735 2.812 -0.012
F 2.840 -2.210 -4.943
O 0.317 -0.737 0.002
H 3.282 6.162 2.006
H 2.652 -5.982 3.396
H -0.904 -8.209 -3.345
C 2.428 4.393 -1.313
H 3.020 6.225 -2.255
C 3.216 6.313 -0.128
H -2.865 5.116 0.743
N 1.114 -5.068 -0.783
C 3.628 -1.124 -4.825
C 1.404 0.821 2.372
H 1.114 -0.393 -4.265
H 2.405 3.854 2.032
C 2.857 -3.046 1.752
C 1.907 -5.616 1.434
C -3.385 -2.218 -1.155
C 2.573 4.360 1.093
C 2.042 -2.328 -0.501
C 0.608 -1.862 -0.375
C 3.650 1.319 1.678
C 3.172 -0.252 -3.685
Cl -1.062 -5.250 1.380
C -2.748 2.526 -2.659
O -0.246 -2.795 -0.668
C -0.915 -7.658 -2.420
H 1.535 -4.748 -1.647
H 0.315 0.917 -2.303
H -2.707 -7.285 0.417
C 2.281 1.339 1.425
F 3.578 -0.489 -6.004
H -2.678 -8.607 -1.663
H 5.146 0.117 -2.938
Pt -0.803 1.524 0.041
C 2.533 -5.254 2.609
C -2.739 2.492 2.650
C -2.563 -0.888 1.261
C 4.138 0.722 2.826
F 4.987 -1.071 4.774
C 2.268 3.720 -0.107
C 3.789 -0.507 4.981
H -3.865 0.223 0.168
N -2.790 -2.916 -0.025
H -2.515 2.279 -4.767
H -2.909 -0.340 2.140
F 2.973 -1.486 5.404
C -3.218 2.234 3.920
N -2.904 -0.101 0.073
C 0.076 -6.734 -2.159
H 5.201 0.682 3.012
H -6.470 1.787 -3.236
C 3.254 0.166 3.742
C 1.737 -4.692 0.400
C -0.933 -6.207 -0.059
C -3.203 2.271 -3.936
H -1.477 -0.982 1.316
O -0.297 3.743 0.963
C -4.970 2.254 -1.789
C 1.812 -0.005 -3.539
H -1.228 -2.707 -0.365
H -4.270 -2.228 1.332
C -0.773 4.720 0.312
H -2.537 2.219 4.757
*
```

=====

[2]
The following is a DFT calculation (the ωB97M-V functional and the def2-TZVPD basis) of a structure of composition C53H45N4O2P4PdSe2 in a non-equilibrium geometry.

Calculated values
Orbital gap (alpha / beta) = 0.164 / 0.164 Eh
Energy relative to the best compared isomer or geometry (same formula, charge and spin) = 2.918 eV
LUMO energy (alpha / beta) = -4.61 / -4.62 eV

```
! RIJCOSX wB97M-V def2-TZVPD def2/J DEFGRID3
* xyz 1 1
C -0.816 -3.438 4.425
C -0.987 -2.027 -3.829
O 0.802 -1.943 -0.013
N -2.048 0.917 -0.840
H 2.024 1.742 3.595
C -2.503 2.195 -0.811
H -4.025 5.201 0.085
C -3.764 7.396 -3.044
H -1.653 8.748 0.016
C -5.275 2.174 3.646
C -3.790 5.006 -2.858
H 1.267 -2.986 4.539
C -3.902 3.827 2.575
C 3.040 1.709 5.495
C -2.086 -2.142 2.855
C 2.958 -4.648 -2.890
C 2.824 -2.175 1.857
C 2.510 1.138 4.351
C 3.212 -0.648 -0.656
H 0.406 7.394 0.221
H -3.022 -1.929 2.360
C -5.993 3.599 -1.360
P 2.280 -2.025 0.090
H -7.189 2.235 1.487
C -3.057 5.682 0.124
H 3.831 -4.506 0.865
H -2.914 -3.683 4.087
H 1.629 0.853 -0.755
C -7.078 4.407 -1.692
Se -0.102 2.415 1.343
C -0.947 -1.430 2.516
H -3.849 7.651 -0.069
H -3.144 0.706 1.463
C 2.605 -0.235 4.153
C -0.655 5.543 0.314
C 3.250 -1.035 5.087
H -5.247 2.113 -0.006
C 3.578 -4.539 -0.184
Se -5.369 2.659 -4.384
Pd -0.169 0.199 0.005
H 3.004 2.441 -2.010
N 0.178 -0.276 -2.345
N -3.507 1.037 -2.393
H 4.267 -1.076 6.963
C 0.325 -2.743 4.074
H 2.562 -3.162 2.241
C 2.582 -3.550 -2.139
H -6.071 1.929 4.332
C -4.896 3.495 3.479
H 4.491 -6.450 -0.482
C 0.266 -1.730 3.122
C 2.663 0.577 -1.023
C 3.644 -5.693 -2.289
H -2.149 3.977 -3.778
H -1.845 -1.561 -4.311
C -2.023 -3.139 3.815
C -7.154 2.858 0.607
N -2.658 0.268 -1.795
O 1.616 0.232 1.685
C 4.756 1.217 -2.009
C -3.646 1.491 2.026
C 3.651 0.905 6.444
C -0.561 6.916 0.198
C 5.321 0.022 -1.597
H 6.359 -0.184 -1.802
P 1.804 -0.867 2.660
P -1.971 3.148 0.614
H -9.058 3.764 0.974
H -1.008 -0.631 1.747
H 3.365 -2.099 4.930
C -6.052 2.797 -0.227
C 3.953 -5.636 -0.941
C 3.435 1.499 -1.710
H -1.335 -2.860 -3.218
C -1.974 6.108 -3.981
H 2.981 2.776 5.646
H -4.928 0.140 3.077
C 2.890 -3.495 -0.783
H -0.761 -4.217 5.170
C -2.954 7.058 0.031
H -9.001 5.116 -1.089
C -4.384 6.236 -2.613
H 3.891 -1.982 1.975
H -2.080 8.248 -4.058
H 5.351 1.935 -2.551
C -1.900 4.927 0.285
H -4.234 8.350 -2.862
H -3.605 4.860 2.456
P -4.626 3.417 -2.545
C -1.714 7.673 0.074
H -5.378 4.276 4.046
H -7.079 4.956 -2.624
H -5.317 6.298 -2.073
C 4.550 -0.909 -0.930
H 4.982 -1.850 -0.619
C -3.297 2.826 1.826
H 2.724 -4.693 -3.942
H 3.936 -6.551 -2.873
C 3.767 -0.459 6.233
C -2.557 7.338 -3.720
C -8.204 3.712 0.314
C -2.588 4.943 -3.559
H 0.235 4.940 0.451
C -4.638 1.169 2.933
C -0.351 -1.062 -2.994
C -8.169 4.473 -0.845
H 4.048 1.341 7.347
H 2.051 -2.717 -2.583
H -0.294 -2.396 -4.585
H -1.048 6.055 -4.533
C -3.468 2.255 -1.825
*
```

=====

[3]
The following is a DFT calculation (the ωB97M-V functional and the def2-TZVPD basis) of a structure of composition C53H48BMoN8O4P in a non-equilibrium geometry.

Calculated values
<S²> = 2.025
Orbital gap (alpha / beta) = 0.304 / 0.300 Eh
Energy relative to the best compared isomer or geometry (same formula, charge and spin) = 0.000 eV
LUMO energy (alpha / beta) = 0.48 / 0.33 eV

```
! RIJCOSX wB97M-V def2-TZVPD def2/J DEFGRID3
* xyz 0 3
H 0.511 0.026 3.156
H 3.927 -1.190 -0.943
H 3.250 1.080 -4.511
C 0.340 5.350 0.817
C 3.925 -5.280 -3.634
H -1.687 -4.268 4.131
C 2.938 0.316 -3.810
C -1.015 -3.177 -0.535
C 3.051 3.701 -0.353
H -5.610 2.329 3.861
H -2.578 6.149 -0.129
N 3.935 0.674 1.972
C -2.793 -1.407 -2.307
H -2.483 -2.320 2.811
H 4.943 3.459 -1.324
C 4.519 4.143 1.964
C -1.573 -0.881 4.101
H -2.858 6.082 1.614
C 2.389 3.934 0.848
N -2.171 1.389 -0.493
O 1.957 1.346 1.178
C 4.992 -5.749 -2.873
O 0.501 2.593 -3.177
C 4.029 -4.718 -0.928
H -0.597 0.329 5.575
C 0.548 -0.463 2.185
H 2.611 4.404 2.924
B -2.596 3.163 1.224
N 0.580 1.458 -1.090
Mo -0.180 0.998 0.691
N -0.056 3.164 1.104
C -1.442 -3.261 4.449
C -1.123 -5.792 -1.478
H -2.272 -2.876 -5.316
C 3.720 0.027 -2.698
C 0.528 2.017 -2.140
H -1.146 -6.814 -1.839
H 5.786 -6.318 -3.341
C 0.912 4.087 0.905
C -0.373 -1.768 5.998
H -5.418 2.687 2.142
C 0.152 -3.750 -1.086
H -4.294 4.882 -0.839
C -1.841 0.156 -3.861
H 2.460 -1.430 2.711
C 2.926 -4.526 -3.043
C -0.826 -0.683 5.259
H -0.329 -3.907 6.171
C 2.659 0.448 1.670
H 6.259 3.845 0.738
C -4.921 2.719 3.114
C -1.830 -0.827 -4.840
C -4.794 3.916 -0.900
H 0.376 -1.836 -3.246
C -2.175 0.294 3.413
H 4.493 -0.055 2.374
C -0.678 -3.061 5.591
C -1.020 5.166 0.947
C 4.436 3.657 -0.388
H -4.709 3.763 3.349
O -2.084 -1.454 0.695
C 1.996 -0.849 1.911
H 0.934 -5.556 -1.941
C 5.176 3.871 0.771
H -3.420 3.990 1.468
C 5.040 -5.472 -1.518
H -0.068 -1.350 2.224
C -2.093 6.200 0.848
P 1.827 -3.016 -0.825
H -3.053 -3.443 -0.014
C 1.745 -0.362 -4.005
H -1.475 1.152 -4.081
C -2.188 -3.919 -0.456
N -1.229 3.856 1.118
C -3.820 2.792 -1.038
C 3.309 -0.945 -1.801
H 2.480 3.543 -1.259
H -3.228 -1.613 -1.340
C 0.059 -5.068 -1.547
H 0.865 6.282 0.674
C -2.745 -2.399 -3.276
C -2.255 -5.220 -0.926
O -0.121 -0.999 -0.267
C -1.094 -1.784 0.036
H -1.644 7.188 0.944
H 4.647 0.563 -2.530
C 2.963 -4.229 -1.678
C 1.322 -1.326 -3.096
H -1.485 -0.582 -5.838
C -3.688 1.877 3.106
H 4.349 1.574 1.771
H -3.103 -3.395 -3.041
H -4.052 0.280 4.585
C -3.690 1.885 -2.065
H -5.449 3.925 -1.768
C 2.113 -1.637 -1.999
H 4.067 -4.498 0.133
H 2.113 -4.148 -3.654
C -3.422 0.750 3.845
C -2.279 -2.109 -4.551
N -1.687 1.114 2.462
H 5.086 4.337 2.867
C -2.655 1.018 -1.685
H -3.178 -5.784 -0.855
C -1.896 -2.177 3.711
H 5.865 -5.836 -0.917
H -5.408 3.807 -0.005
H 3.885 -5.490 -4.697
N -2.894 2.479 -0.119
C 3.130 4.181 1.998
H 1.137 -0.139 -4.873
C -2.330 -0.126 -2.583
H -4.274 1.818 -2.969
N -2.636 2.081 2.299
H 0.208 -1.603 6.896
H 2.060 -1.429 0.985
*
```

=====

[4]
The following is a DFT calculation (the ωB97M-V functional and the def2-TZVPD basis) of a structure of composition C53H49BiCl2NO4PSSiTe in a non-equilibrium geometry.

Calculated values
<S²> = 0.773
Orbital gap (alpha / beta) = 0.163 / 0.274 Eh
LUMO energy (alpha / beta) = 2.18 / 2.18 eV

```
! RIJCOSX wB97M-V def2-TZVPD def2/J DEFGRID3
* xyz -1 2
C -5.613 -3.564 2.653
C 1.846 2.386 5.489
O 2.373 -0.590 -1.156
C -0.523 4.593 -2.241
S 1.023 2.343 0.984
C -2.669 0.772 -3.220
C -3.816 -2.412 1.533
H 5.814 -1.104 2.021
H 1.309 -3.140 -5.554
H 7.901 -0.079 1.207
H 2.134 -3.115 -1.335
H -4.351 0.677 -4.579
H -0.975 -4.440 -3.117
H -0.647 -6.656 -2.061
H 0.396 0.807 5.619
H 4.652 1.098 3.395
C 2.544 -1.457 4.074
H -7.596 -3.139 1.955
H 3.543 1.737 -0.211
C -0.930 -5.909 -0.076
C -1.028 -4.546 -2.043
C 1.926 -2.956 1.110
H -5.952 -4.252 3.417
H -6.819 -1.584 0.195
C -4.755 3.045 1.222
C 2.034 -2.629 -2.289
H -0.396 4.441 -1.179
H -3.689 -1.111 -2.809
Bi 0.506 -0.015 0.098
C -0.851 -5.785 -1.453
C -3.253 -0.271 -2.267
H -4.034 0.190 -1.665
C 1.547 -2.616 -4.643
C -1.362 -3.554 0.115
C -3.963 3.296 -1.030
H -0.871 -0.309 -3.734
C -4.262 -3.298 2.503
C 2.369 3.086 3.257
C 1.743 -3.302 -3.434
C 1.403 2.231 2.698
H -4.420 -1.112 -0.039
H -1.805 1.482 0.784
C 0.945 1.473 4.975
H -5.509 3.226 1.976
C -1.261 -3.428 -1.258
Cl 3.334 4.043 2.207
H 3.926 -2.715 1.921
H 1.398 -0.636 -5.489
C 4.111 0.355 3.964
C 1.936 -0.562 -3.453
C -6.106 -2.068 0.850
C -0.815 4.982 -4.954
H 3.822 -2.358 0.186
H 5.635 2.780 -1.015
H 7.815 1.865 -0.305
H -4.567 1.811 -3.249
H -3.522 2.234 -4.603
C 2.715 -1.527 5.442
H 2.161 -2.258 6.014
H 1.965 0.509 -3.351
C -0.307 6.003 -4.170
O 1.831 -4.127 0.796
C -3.842 1.418 -3.958
H -2.270 -0.758 -4.715
P 2.965 -0.492 1.503
H 0.261 6.583 -2.191
O -0.379 1.134 -1.586
C 4.501 1.351 0.099
H -1.429 0.772 -4.997
C -2.838 2.519 -0.762
C -1.056 3.560 -3.007
C 4.284 0.277 5.333
C -4.755 -1.806 0.715
C 0.722 1.416 3.613
H 1.656 -4.376 -3.387
C -3.620 2.313 1.526
H -3.540 -3.781 3.148
H -1.244 -4.883 1.776
Cl -0.428 0.260 3.050
C -1.758 0.076 -4.229
H -1.549 2.991 -5.012
H 3.306 3.881 4.992
C -4.916 3.544 -0.059
C 5.775 -0.256 1.348
H -3.463 1.938 2.528
C 6.945 0.321 0.895
H -2.484 -0.650 -1.595
H -0.030 6.948 -4.619
C 4.543 0.257 0.952
C -0.150 5.797 -2.810
H -4.096 3.710 -2.020
C 5.675 1.927 -0.354
H -1.354 -2.458 -1.729
C 6.897 1.416 0.046
Si -1.615 1.967 -2.124
H 1.992 2.463 6.555
C 2.570 3.187 4.618
Te -1.698 -1.871 1.384
C 1.616 -1.214 -4.604
H -0.780 -6.871 0.394
C -1.190 -4.797 0.701
H 1.854 -2.125 3.581
H 4.965 0.957 5.825
C -1.172 3.777 -4.375
C 3.257 -0.532 3.314
H -5.793 4.130 -0.306
C 3.306 -2.265 1.142
C 3.597 -0.667 6.076
C -2.687 2.056 0.539
H 3.743 -0.732 7.145
H -0.936 5.124 -6.020
C -6.539 -2.945 1.830
O 0.975 -2.171 1.448
N 2.221 -1.264 -2.302
*
```